## P
{
  "formula": "C4H12N2O",
  "method": "ωB97M-V/def2-TZVPD",
  "elements": ["C", "C", "C", "N", "H", "H", "H", "H", "H", "H", "H", "N", "C", "O", "H", "H", "H", "H", "H"],
  "positions_angstrom": [[2.155, 0.776, 0.838], [1.707, -0.629, 1.064], [0.439, -1.005, 1.147], [-0.013, -2.328, 1.277], [1.302, 1.433, 0.665], [2.709, 1.160, 1.695], [2.805, 0.882, -0.033], [2.468, -1.402, 1.153], [-0.358, -0.275, 1.048], [-0.858, -2.420, 1.821], [0.695, -2.957, 1.630], [-1.498, 1.635, -0.680], [-1.323, 0.551, -1.592], [-2.414, 0.476, -2.510], [-1.274, 2.513, -1.129], [-2.459, 1.690, -0.368], [-0.382, 0.707, -2.124], [-1.249, -0.389, -1.039], [-2.450, -0.419, -2.862]],
  "lowdin_charge": [-0.124, -0.190, -0.254, 0.025, 0.059, 0.065, 0.065, 0.096, 0.092, 0.071, 0.075, 0.023, -0.367, -0.070, 0.071, 0.075, 0.117, 0.094, 0.076],
  "molar_mass_da": 104.15,
  "spin_multiplicity": 1,
  "smiles": "C/C=C/N.NCO",
  "e_lumo_ev": 1.0,
  "orbital_gap_ev": 8.96
}


## Q
{
  "formula": "C4H12N2O",
  "method": "ωB97M-V/def2-TZVPD",
  "elements": ["C", "C", "C", "O", "N", "C", "N", "H", "H", "H", "H", "H", "H", "H", "H", "H", "H", "H", "H"],
  "positions_angstrom": [[0.109, -0.112, -1.629], [-0.578, -0.374, -0.258], [-0.818, -1.824, -0.078], [-1.948, -2.123, -0.844], [-0.123, 0.320, 0.908], [0.453, 1.632, 0.773], [1.608, 1.753, 1.667], [1.124, -0.515, -1.764], [-0.550, -0.473, -2.437], [0.188, 0.996, -1.742], [-1.553, 0.181, -0.478], [-1.058, -2.319, 0.867], [0.159, -2.386, -0.223], [-1.733, -2.942, -1.318], [0.803, -0.253, 1.160], [0.659, 1.957, -0.252], [-0.212, 2.360, 1.204], [1.478, 1.398, 2.606], [1.992, 2.723, 1.835]],
  "lowdin_charge": [-0.060, -0.443, -0.282, -0.057, -0.035, -0.343, -0.027, 0.080, 0.083, 0.062, 0.161, 0.118, 0.140, 0.100, 0.160, 0.097, 0.098, 0.057, 0.091],
  "molar_mass_da": 104.15,
  "spin_multiplicity": 1,
  "smiles": "C[C@@H](CO)NCN",
  "e_lumo_ev": 0.9,
  "orbital_gap_ev": 9.77
}


## R
{
  "formula": "C4H12N2O",
  "method": "ωB97M-V/def2-TZVPD",
  "elements": ["C", "C", "O", "C", "N", "C", "N", "H", "H", "H", "H", "H", "H", "H", "H", "H", "H", "H", "H"],
  "positions_angstrom": [[1.378, 1.250, 1.031], [0.402, 1.214, -0.189], [1.081, 0.861, -1.373], [-0.635, 0.089, 0.026], [-1.818, 0.292, -0.795], [0.012, -1.287, -0.159], [-0.718, -2.331, 0.606], [1.715, 2.276, 1.179], [0.883, 0.809, 1.890], [2.285, 0.676, 0.841], [-0.100, 2.184, -0.207], [1.782, 1.440, -1.631], [-0.908, 0.121, 1.083], [-2.347, -0.546, -0.971], [-1.585, 0.795, -1.629], [1.019, -1.262, 0.266], [0.147, -1.646, -1.176], [-1.146, -3.069, 0.063], [-1.446, -1.869, 1.145]],
  "lowdin_charge": [-0.038, -0.384, -0.029, -0.379, 0.054, -0.234, -0.007, 0.072, 0.074, 0.077, 0.138, 0.086, 0.122, 0.065, 0.064, 0.097, 0.114, 0.054, 0.053],
  "molar_mass_da": 104.15,
  "spin_multiplicity": 1,
  "smiles": "C[C@@H](O)[C@@H](N)CN",
  "e_lumo_ev": 0.8,
  "orbital_gap_ev": 9.52
}


R (0.0062 hartree below the next structure)


## P
{
  "formula": "C4H12N2O",
  "method": "ωB97M-V/def2-TZVPD",
  "elements": ["C", "C", "N", "H", "H", "H", "H", "H", "C", "N", "C", "O", "H", "H", "H", "H", "H", "H", "H"],
  "positions_angstrom": [[1.917, 2.300, 2.388], [1.479, 1.081, 2.748], [0.694, 0.199, 1.993], [1.660, 2.772, 1.434], [2.561, 2.883, 3.074], [1.744, 0.688, 3.741], [0.342, 0.612, 1.131], [-0.048, -0.252, 2.539], [-1.815, -1.936, -2.361], [-0.732, -0.956, -2.309], [-0.556, -0.363, -0.999], [0.471, 0.641, -0.956], [-1.598, -2.765, -1.644], [-1.861, -2.325, -3.384], [-2.820, -1.523, -2.113], [-0.885, -0.249, -3.001], [-1.508, 0.116, -0.669], [-0.301, -1.185, -0.272], [1.258, 0.262, -1.341]],
  "lowdin_charge": [-0.040, -0.311, 0.022, 0.044, 0.044, 0.098, 0.040, 0.088, -0.141, -0.127, -0.326, -0.074, 0.088, 0.076, 0.079, 0.099, 0.128, 0.125, 0.087],
  "molar_mass_da": 104.15,
  "spin_multiplicity": 1,
  "smiles": "C=CN.CNCO",
  "e_lumo_ev": 1.0,
  "orbital_gap_ev": 9.09
}


## Q
{
  "formula": "C4H12N2O",
  "method": "ωB97M-V/def2-TZVPD",
  "elements": ["H", "N", "C", "C", "O", "H", "H", "H", "H", "C", "N", "C", "H", "H", "H", "H", "H", "H", "H"],
  "positions_angstrom": [[1.557, -2.346, -0.105], [0.984, -1.650, 0.365], [-0.232, -2.007, 0.585], [-1.217, -1.061, 1.095], [-0.778, -3.168, 0.115], [-0.793, 0.069, 0.568], [-2.230, -1.438, 0.998], [-1.031, -0.836, 2.144], [-0.144, -3.640, -0.443], [0.014, 1.239, -1.635], [0.170, 1.023, -0.201], [0.654, 2.201, 0.507], [0.959, 1.517, -2.120], [-0.342, 0.316, -2.092], [-0.709, 2.037, -1.813], [0.825, 0.221, -0.051], [-0.057, 3.021, 0.384], [0.741, 1.964, 1.566], [1.630, 2.538, 0.135]],
  "lowdin_charge": [0.050, 0.093, -0.547, -0.060, 0.048, 0.125, 0.065, 0.068, 0.104, -0.113, -0.250, -0.116, 0.077, 0.077, 0.078, 0.067, 0.078, 0.079, 0.077],
  "molar_mass_da": 104.15,
  "spin_multiplicity": 1,
  "smiles": "[H]/N=C(/C)O.CNC",
  "e_lumo_ev": 0.8,
  "orbital_gap_ev": 9.04
}


## R
{
  "formula": "C4H12N2O",
  "method": "ωB97M-V/def2-TZVPD",
  "elements": ["C", "C", "C", "N", "C", "N", "H", "H", "H", "H", "H", "H", "H", "H", "H", "H", "O", "H", "H"],
  "positions_angstrom": [[-1.640, 2.361, 0.433], [-1.342, 1.032, -0.401], [-0.139, 0.196, 0.243], [-0.106, -1.055, -0.225], [0.158, -2.101, 0.548], [1.494, -2.272, 0.821], [-0.715, 2.945, 0.533], [-2.050, 2.065, 1.449], [-2.411, 2.977, -0.205], [-1.112, 1.226, -1.490], [-2.223, 0.425, -0.446], [0.842, 0.718, 0.247], [-0.634, 0.222, 1.200], [-0.599, -2.791, 0.939], [1.842, -3.293, 0.799], [2.259, -1.705, 0.398], [2.373, -0.521, -1.335], [2.560, 0.153, -1.997], [1.443, -0.583, -1.511]],
  "lowdin_charge": [-0.126, -0.240, -0.367, -0.081, -0.196, 0.095, 0.051, 0.073, 0.090, 0.099, 0.075, 0.109, 0.096, 0.122, 0.129, 0.091, -0.068, 0.051, -0.002],
  "molar_mass_da": 104.15,
  "spin_multiplicity": 1,
  "smiles": "CCC/N=C\\N.O",
  "e_lumo_ev": 0.6,
  "orbital_gap_ev": 8.12
}


P (0.0059 hartree below the next structure)


## P
{
  "formula": "C4H12N2O",
  "method": "ωB97M-V/def2-TZVPD",
  "elements": ["C", "C", "O", "N", "C", "C", "H", "H", "H", "H", "H", "H", "H", "H", "H", "N", "H", "H", "H"],
  "positions_angstrom": [[-1.768, 0.736, 0.923], [-1.126, -0.091, -0.169], [-1.836, -0.812, -0.880], [0.167, 0.290, -0.573], [0.735, -0.352, -1.748], [0.844, 1.492, -0.113], [-1.225, 0.594, 1.860], [-1.796, 1.794, 0.648], [-2.801, 0.408, 1.068], [1.806, -0.508, -1.593], [0.572, 0.299, -2.612], [0.272, -1.323, -1.941], [1.922, 1.304, -0.077], [0.528, 1.777, 0.891], [0.636, 2.308, -0.811], [0.764, -1.972, 1.535], [1.318, -2.815, 1.377], [1.186, -1.119, 1.166], [-0.197, -2.009, 1.049]],
  "lowdin_charge": [-0.013, -0.508, 0.025, -0.198, -0.059, -0.065, 0.081, 0.086, 0.087, 0.084, 0.093, 0.088, 0.087, 0.080, 0.094, 0.006, 0.009, -0.015, 0.039],
  "molar_mass_da": 104.15,
  "spin_multiplicity": 1,
  "smiles": "CC(=O)N(C)C.N",
  "e_lumo_ev": 0.8,
  "orbital_gap_ev": 10.01
}


## Q
{
  "formula": "C4H12N2O",
  "method": "ωB97M-V/def2-TZVPD",
  "elements": ["C", "C", "C", "C", "N", "N", "O", "H", "H", "H", "H", "H", "H", "H", "H", "H", "H", "H", "H"],
  "positions_angstrom": [[-2.279, 1.229, 0.798], [-2.190, -0.872, -0.491], [2.623, -1.299, 0.460], [1.916, 0.640, -0.777], [-1.578, 0.430, -0.097], [1.689, -0.225, 0.335], [0.618, -0.038, 1.048], [-1.842, 2.112, 0.931], [-3.339, 1.380, 0.328], [-2.462, 0.775, 1.709], [-2.287, -1.538, 0.406], [-3.104, -0.583, -0.924], [-1.491, -1.282, -1.317], [2.521, -1.877, 1.514], [2.644, -1.926, -0.368], [3.550, -0.803, 0.574], [2.083, -0.021, -1.713], [1.051, 1.289, -0.829], [2.912, 1.165, -0.454]],
  "lowdin_charge": [-0.181, -0.131, -0.059, -0.058, -0.104, -0.389, -0.074, 0.023, 0.125, 0.057, 0.087, 0.038, 0.091, 0.151, 0.057, 0.061, 0.114, 0.073, 0.120],
  "molar_mass_da": 104.15,
  "spin_multiplicity": 1,
  "e_lumo_ev": [0.9, 0.8],
  "orbital_gap_ev": [9.31, 8.51]
}


P (0.2165 hartree below the next structure)


## P
{
  "formula": "C21H25N3O5",
  "method": "ωB97M-V/def2-TZVPD",
  "elements": ["C", "C", "C", "C", "C", "O", "N", "C", "C", "C", "C", "C", "C", "C", "N", "C", "O", "C", "C", "C", "C", "O", "O", "C", "N", "C", "C", "C", "O", "H", "H", "H", "H", "H", "H", "H", "H", "H", "H", "H", "H", "H", "H", "H", "H", "H", "H", "H", "H", "H", "H", "H", "H", "H"],
  "positions_angstrom": [[0.749, -1.795, -2.825], [0.071, -1.248, -1.602], [0.515, -0.082, -0.998], [-0.143, 0.402, 0.123], [0.189, 1.791, 0.616], [1.295, 2.288, 0.464], [-0.836, 2.399, 1.246], [-0.879, 3.830, 1.441], [-0.929, 4.610, 0.115], [-1.467, 6.036, 0.255], [-0.717, 6.826, 1.321], [-1.356, 6.732, -1.105], [-1.994, 5.926, -2.233], [-1.457, 4.496, -2.260], [-1.633, 3.882, -0.947], [-2.774, 3.177, -0.665], [-3.421, 3.321, 0.361], [-3.112, 2.076, -1.619], [-2.153, 1.443, -2.477], [-2.481, 0.336, -3.166], [-3.789, -0.269, -3.040], [-4.170, -1.288, -3.547], [-4.689, 0.423, -2.225], [-4.331, 1.513, -1.539], [-1.214, -0.191, 0.642], [-1.640, -1.314, 0.069], [-1.053, -1.874, -1.059], [-1.650, -3.080, -1.726], [-2.723, -3.572, -0.948], [0.044, -1.920, -3.650], [1.552, -1.138, -3.154], [1.178, -2.780, -2.625], [1.369, 0.465, -1.379], [-1.693, 1.873, 1.321], [-1.754, 4.052, 2.047], [0.013, 4.147, 1.980], [0.103, 4.676, -0.251], [-2.524, 5.958, 0.533], [0.356, 6.829, 1.115], [-1.056, 7.863, 1.336], [-0.867, 6.415, 2.319], [-1.809, 7.725, -1.050], [-0.293, 6.885, -1.328], [-3.079, 5.885, -2.091], [-1.812, 6.404, -3.198], [-1.982, 3.913, -3.016], [-0.390, 4.490, -2.505], [-1.149, 1.844, -2.537], [-1.780, -0.179, -3.807], [-5.117, 1.886, -0.898], [-2.509, -1.785, 0.509], [-2.001, -2.789, -2.725], [-0.879, -3.850, -1.860], [-3.239, -4.179, -1.485]],
  "lowdin_charge": [-0.031, -0.222, 0.028, -0.191, -0.438, 0.065, 0.080, -0.115, -0.232, -0.332, -0.059, -0.167, -0.158, -0.146, -0.011, -0.409, 0.083, -0.105, -0.003, 0.025, -0.437, 0.114, 0.113, -0.007, 0.130, -0.054, -0.146, -0.211, -0.050, 0.080, 0.082, 0.091, 0.126, 0.117, 0.126, 0.129, 0.154, 0.150, 0.091, 0.081, 0.076, 0.117, 0.124, 0.121, 0.114, 0.115, 0.134, 0.123, 0.119, 0.151, 0.120, 0.119, 0.127, 0.097],
  "molar_mass_da": 399.45,
  "spin_multiplicity": 1,
  "smiles": "Cc1cc(C(=O)NC[C@@H]2[C@@H](C)CCCN2C(=O)c2ccc(=O)oc2)ncc1CO",
  "e_lumo_ev": 0.0,
  "orbital_gap_ev": 9.22
}


## Q
{
  "formula": "C21H25N3O5",
  "method": "ωB97M-V/def2-TZVPD",
  "elements": ["C", "O", "C", "C", "C", "C", "C", "N", "C", "C", "C", "N", "C", "C", "C", "O", "C", "C", "O", "C", "C", "C", "C", "O", "N", "C", "O", "C", "C", "H", "H", "H", "H", "H", "H", "H", "H", "H", "H", "H", "H", "H", "H", "H", "H", "H", "H", "H", "H", "H", "H", "H", "H", "H"],
  "positions_angstrom": [[-2.518, -0.775, 2.689], [-1.478, -1.491, 2.068], [-0.281, -0.865, 1.883], [0.008, 0.439, 2.253], [1.268, 0.954, 1.992], [2.249, 0.220, 1.350], [3.596, 0.826, 1.019], [3.638, 1.799, -0.065], [3.012, 3.072, 0.225], [3.295, 1.274, -1.369], [1.882, 0.752, -1.484], [0.889, 1.506, -1.173], [-0.358, 0.945, -1.106], [-1.422, 1.740, -0.664], [-2.673, 1.196, -0.481], [-3.757, 1.872, -0.021], [-3.622, 3.246, 0.247], [-2.898, -0.185, -0.755], [-4.158, -0.627, -0.507], [-4.413, -2.002, -0.664], [-1.862, -0.957, -1.224], [-0.589, -0.405, -1.404], [0.519, -1.231, -1.845], [0.475, -2.408, -2.153], [1.728, -0.548, -1.871], [1.959, -1.114, 1.010], [2.962, -1.823, 0.412], [2.754, -3.194, 0.144], [0.708, -1.642, 1.279], [-3.358, -1.466, 2.747], [-2.814, 0.099, 2.101], [-2.240, -0.460, 3.700], [-0.726, 1.060, 2.739], [1.488, 1.963, 2.302], [3.990, 1.333, 1.904], [4.284, 0.020, 0.752], [3.363, 3.420, 1.195], [1.919, 3.026, 0.221], [3.331, 3.788, -0.534], [3.439, 2.081, -2.094], [3.996, 0.466, -1.601], [-1.212, 2.774, -0.448], [-4.605, 3.578, 0.577], [-2.891, 3.432, 1.040], [-3.332, 3.803, -0.649], [-3.756, -2.603, -0.028], [-5.448, -2.146, -0.360], [-4.295, -2.316, -1.706], [-1.982, -2.004, -1.450], [2.546, -1.103, -2.095], [3.700, -3.557, -0.258], [1.961, -3.347, -0.594], [2.517, -3.745, 1.058], [0.450, -2.653, 1.015]],
  "lowdin_charge": [-0.075, -0.080, -0.270, -0.020, -0.029, -0.143, -0.127, -0.196, -0.102, -0.107, -0.283, 0.173, -0.203, 0.058, -0.199, -0.063, -0.076, -0.204, -0.066, -0.073, 0.063, -0.079, -0.417, 0.059, 0.201, -0.233, -0.105, -0.069, 0.058, 0.097, 0.085, 0.097, 0.105, 0.113, 0.127, 0.121, 0.084, 0.060, 0.086, 0.130, 0.125, 0.115, 0.096, 0.096, 0.099, 0.097, 0.096, 0.099, 0.123, 0.160, 0.097, 0.076, 0.099, 0.127],
  "molar_mass_da": 399.45,
  "spin_multiplicity": 1,
  "smiles": "COc1ccc(CN(C)Cc2nc3cc(OC)c(OC)cc3c(=O)[nH]2)c(OC)c1",
  "e_lumo_ev": 0.7,
  "orbital_gap_ev": 8.42
}


P (0.0609 hartree below the next structure)


## P
{
  "formula": "C6H10N2O5",
  "method": "ωB97M-V/def2-TZVPD",
  "elements": ["N", "C", "C", "C", "O", "O", "C", "O", "N", "C", "C", "O", "O", "H", "H", "H", "H", "H", "H", "H", "H", "H", "H"],
  "positions_angstrom": [[2.298, -1.783, -0.581], [1.541, -0.793, 0.146], [1.558, 0.508, -0.616], [1.181, 1.685, 0.213], [1.093, 1.656, 1.437], [1.073, 2.841, -0.431], [0.052, -1.189, 0.284], [-0.426, -1.945, -0.523], [-0.655, -0.591, 1.269], [-2.079, -0.442, 1.063], [-2.369, 0.364, -0.220], [-1.511, 0.822, -0.975], [-3.657, 0.483, -0.482], [2.421, -2.556, 0.081], [1.765, -2.165, -1.370], [2.049, -0.610, 1.092], [0.858, 0.440, -1.474], [2.612, 0.626, -0.987], [1.165, 2.694, -1.365], [-0.156, 0.219, 1.696], [-2.568, -1.431, 1.013], [-2.525, 0.066, 1.938], [-3.721, 1.099, -1.210]],
  "lowdin_charge": [0.048, -0.328, -0.084, -0.513, 0.074, 0.148, -0.478, 0.087, 0.080, -0.066, -0.464, 0.090, 0.141, 0.089, 0.086, 0.153, 0.137, 0.157, 0.109, 0.128, 0.141, 0.142, 0.125],
  "molar_mass_da": 190.15,
  "spin_multiplicity": 1,
  "smiles": "N[C@@H](CC(=O)O)C(=O)NCC(=O)O",
  "e_lumo_ev": 0.5,
  "orbital_gap_ev": 10.11
}


## Q
{
  "formula": "C6H10N2O5",
  "method": "ωB97M-V/def2-TZVPD",
  "elements": ["N", "C", "C", "C", "O", "O", "C", "O", "N", "C", "C", "O", "O", "H", "H", "H", "H", "H", "H", "H", "H", "H", "H"],
  "positions_angstrom": [[-1.573, 1.265, 1.102], [-0.746, 0.257, 0.466], [-1.629, -0.939, -0.049], [-3.053, -0.752, -0.558], [-3.630, -1.668, -1.102], [-3.746, 0.402, -0.355], [-0.021, 1.033, -0.748], [-0.552, 1.941, -1.417], [1.284, 0.636, -0.876], [1.959, -0.412, -0.063], [3.438, -0.301, -0.369], [3.722, -0.125, -1.520], [4.319, -0.585, 0.550], [-1.060, 2.064, 1.282], [-1.830, 0.857, 1.984], [0.095, -0.159, 0.969], [-1.185, -1.608, -0.915], [-1.807, -1.449, 0.889], [-3.262, 0.952, 0.254], [1.968, 1.063, -1.529], [1.770, -0.146, 0.994], [1.589, -1.423, -0.382], [3.951, -0.905, 1.392]],
  "lowdin_charge": [0.071, -0.279, -0.029, -0.510, 0.085, 0.107, -0.393, 0.050, 0.080, -0.090, -0.543, 0.130, 0.164, 0.071, 0.100, 0.074, 0.175, 0.118, 0.051, 0.153, 0.120, 0.159, 0.138],
  "molar_mass_da": 190.15,
  "spin_multiplicity": 1,
  "smiles": "N[C@@H](CC(=O)O)C(=O)NCC(=O)O",
  "e_lumo_ev": -0.3,
  "orbital_gap_ev": 9.79
}


P (0.0656 hartree below the next structure)